Entry 1:
C26H74O18 | ωB97M-V with the def2-TZVPD basis set

Orbital gap = 10.1 eV
Energy relative to the best compared isomer or geometry (same formula, charge and spin) = 2.488 eV
E_HOMO = -9.717 eV

Positions of all 118 atoms, in Å:
C: -10.319 3.355 24.713
C: -11.324 3.083 25.821
C: -11.629 4.428 26.572
O: -12.605 2.476 25.420
H: -9.842 2.458 24.290
H: -9.497 3.976 25.072
H: -10.821 3.971 24.027
H: -10.822 2.551 26.634
H: -10.809 5.044 26.866
H: -12.201 4.223 27.490
H: -12.314 5.064 25.976
H: -12.372 1.564 25.172
C: -10.411 7.036 13.891
C: -11.257 6.477 15.019
C: -12.117 7.503 15.725
O: -12.094 5.437 14.485
H: -10.970 7.428 12.958
H: -9.697 6.262 13.533
H: -9.743 7.802 14.298
H: -10.645 6.048 15.861
H: -13.022 6.924 16.125
H: -12.614 8.144 14.962
H: -11.599 8.092 16.530
H: -11.728 5.043 13.685
C: -15.483 2.092 23.680
C: -15.954 3.370 23.008
C: -15.693 4.591 23.793
O: -15.231 3.529 21.686
H: -16.009 1.797 24.596
H: -14.488 2.268 24.063
H: -15.672 1.250 23.031
H: -17.008 3.225 22.751
H: -14.621 4.789 23.593
H: -15.676 4.640 24.875
H: -16.324 5.345 23.505
H: -14.403 3.016 21.711
C: -11.749 4.082 20.633
C: -12.948 3.528 19.897
C: -12.756 3.423 18.405
O: -13.328 2.184 20.299
H: -11.351 5.012 20.204
H: -10.982 3.329 20.731
H: -11.960 4.258 21.720
H: -13.866 4.142 20.191
H: -11.835 2.818 18.119
H: -12.718 4.437 17.945
H: -13.610 2.850 17.955
H: -13.995 1.965 19.667
O: -17.372 5.347 14.130
C: -17.096 4.366 15.160
C: -15.632 4.413 15.411
O: -15.010 4.308 14.156
H: -16.913 5.035 13.272
H: -17.833 4.600 15.968
H: -17.301 3.377 14.713
H: -15.301 3.616 16.138
H: -15.470 5.460 15.748
H: -14.359 5.056 14.047
O: -6.459 0.704 16.972
C: -7.062 0.824 18.226
C: -8.346 1.660 18.217
O: -8.103 2.927 17.620
H: -5.791 0.002 16.917
H: -7.264 -0.157 18.686
H: -6.316 1.300 18.937
H: -8.658 1.704 19.288
H: -9.122 1.122 17.679
H: -7.233 3.261 17.859
O: -10.412 -2.147 19.324
C: -10.774 -1.656 18.076
C: -11.799 -0.596 18.200
O: -11.271 0.550 18.869
H: -10.347 -1.422 19.924
H: -9.930 -1.294 17.470
H: -11.253 -2.450 17.527
H: -12.704 -0.976 18.705
H: -12.067 -0.344 17.161
H: -11.967 0.999 19.331
O: -10.482 1.599 12.857
C: -10.213 1.201 14.186
C: -10.491 2.161 15.359
O: -11.807 2.638 15.281
H: -11.406 1.524 12.711
H: -10.716 0.261 14.519
H: -9.138 1.010 14.188
H: -9.723 2.935 15.344
H: -10.372 1.578 16.300
H: -11.975 3.577 15.237
O: -14.724 0.755 18.378
C: -16.116 0.846 18.112
C: -16.882 1.240 19.319
O: -16.575 2.626 19.534
H: -14.269 0.503 17.545
H: -16.376 1.735 17.439
H: -16.473 -0.079 17.684
H: -16.633 0.667 20.196
H: -17.894 1.148 19.029
H: -16.106 2.788 20.380
O: -13.919 1.962 13.183
C: -15.040 1.308 13.686
C: -14.639 0.232 14.728
O: -14.059 0.963 15.781
H: -14.048 2.872 13.300
H: -15.639 2.070 14.259
H: -15.658 0.817 12.886
H: -13.953 -0.436 14.334
H: -15.614 -0.171 15.062
H: -13.363 1.445 15.333
O: -14.285 7.678 20.937
C: -14.512 7.059 19.675
C: -15.939 6.477 19.556
O: -16.977 7.499 19.557
H: -14.856 8.485 20.974
H: -14.338 7.836 18.931
H: -13.734 6.249 19.524
H: -16.113 5.885 20.418
H: -15.963 5.811 18.714
H: -17.085 7.846 18.642

Forces on atoms 1 to 2 (eV/Å):
C 0.361 -0.777 0.768
C 0.084 1.549 1.606

=====

Entry 2:
C26H76BO35 | ωB97M-V with the def2-TZVPD basis set

Orbital gap = 8.9 eV
Net charge = -1
E_HOMO = -7.564 eV

Positions of all 138 atoms, in Å:
O: 1.703 -0.652 -3.724
C: 1.161 -0.980 -2.692
O: 1.711 -0.602 -1.542
B: 0.868 -1.010 -0.358
O: -0.186 -1.870 -1.072
C: -0.031 -1.869 -2.387
O: -0.638 -2.469 -3.257
O: 0.380 0.124 0.331
C: 0.846 0.234 1.499
O: 0.730 1.218 2.323
C: 1.872 -0.909 1.682
O: 1.760 -1.725 0.564
O: 2.550 -1.034 2.715
O: 1.938 -6.496 3.196
H: 2.581 -7.024 2.723
H: 2.142 -5.594 2.952
O: 1.296 3.060 8.903
H: 0.934 3.057 8.018
H: 0.530 3.047 9.477
O: 0.759 4.229 -6.372
H: 1.059 3.376 -6.059
H: -0.196 4.175 -6.338
O: 1.681 -2.632 9.228
H: 1.689 -1.891 8.622
H: 0.773 -2.933 9.226
O: 3.162 -5.702 -8.003
H: 3.267 -4.767 -7.828
H: 2.434 -5.751 -8.622
C: -6.773 1.089 7.861
C: -6.309 2.014 6.724
O: -6.590 3.403 7.004
O: -8.134 1.125 8.080
H: -6.211 1.414 8.737
H: -6.485 0.070 7.606
H: -6.708 1.680 5.766
H: -5.223 1.958 6.647
H: -6.086 4.102 6.580
H: -8.429 2.037 8.044
C: 4.746 5.437 -1.648
C: 6.042 4.804 -1.102
O: 7.172 5.603 -1.430
O: 4.412 6.534 -0.780
H: 3.981 4.660 -1.668
H: 4.815 5.723 -2.698
H: 6.256 3.852 -1.589
H: 5.994 4.587 -0.035
H: 7.388 5.492 -2.359
H: 5.189 6.900 -0.352
C: -2.574 -5.946 -11.124
C: -3.617 -6.728 -11.950
O: -3.758 -6.328 -13.395
O: -1.308 -5.906 -11.636
H: -2.472 -6.338 -10.112
H: -2.666 -4.875 -10.945
H: -4.567 -6.669 -11.418
H: -3.197 -7.723 -12.099
H: -4.427 -6.907 -13.766
H: -1.149 -5.292 -12.356
C: 9.584 -1.118 -7.323
C: 8.819 -0.165 -6.324
O: 8.758 -0.783 -5.074
O: 8.857 -2.325 -7.293
H: 10.593 -1.244 -6.929
H: 9.557 -0.488 -8.211
H: 7.833 0.117 -6.695
H: 9.193 0.858 -6.370
H: 7.950 -1.290 -5.176
H: 9.416 -3.088 -7.127
C: 6.307 -6.112 6.971
C: 7.275 -5.942 5.754
O: 8.153 -7.137 5.533
O: 5.484 -7.212 6.547
H: 5.922 -5.110 7.163
H: 6.839 -6.375 7.885
H: 7.969 -5.107 5.846
H: 6.681 -5.647 4.889
H: 7.693 -7.867 5.113
H: 4.899 -6.872 5.866
C: -1.455 9.567 8.046
C: -1.596 9.314 6.501
O: -2.930 9.390 6.031
O: -1.916 10.790 8.431
H: -0.376 9.652 8.173
H: -1.887 8.750 8.623
H: -1.320 8.297 6.221
H: -1.010 10.029 5.924
H: -3.159 8.865 5.262
H: -1.827 10.982 9.368
C: -3.301 -9.944 -3.488
C: -3.582 -10.262 -4.980
O: -4.515 -11.334 -4.983
O: -2.848 -11.084 -2.795
H: -4.248 -9.633 -3.048
H: -2.739 -9.011 -3.451
H: -2.680 -10.613 -5.482
H: -4.127 -9.574 -5.627
H: -4.438 -11.728 -4.111
H: -2.863 -11.075 -1.836
C: -2.655 7.060 -0.757
C: -4.126 7.167 -0.810
O: -4.609 7.223 0.565
O: -2.018 8.321 -0.599
H: -2.394 6.802 -1.783
H: -2.288 6.442 0.063
H: -4.519 6.272 -1.293
H: -4.519 7.990 -1.406
H: -5.439 7.706 0.598
H: -1.086 8.165 -0.768
C: 7.905 1.689 8.497
C: 7.950 3.206 8.322
O: 7.027 3.821 7.498
O: 7.107 1.397 9.601
H: 8.883 1.264 8.721
H: 7.575 1.328 7.523
H: 9.000 3.426 8.128
H: 7.822 3.633 9.316
H: 6.168 3.550 7.829
H: 6.175 1.373 9.374
C: -8.012 -2.431 -0.126
C: -6.982 -1.327 0.174
O: -7.578 -0.041 -0.024
O: -9.170 -2.619 0.762
H: -7.551 -3.410 0.006
H: -8.377 -2.253 -1.138
H: -6.100 -1.467 -0.450
H: -6.580 -1.430 1.182
H: -7.740 0.365 0.831
H: -8.922 -3.176 1.504
C: -5.745 2.178 -5.970
C: -7.244 2.431 -5.994
O: -7.826 2.145 -7.269
O: -5.106 3.361 -6.441
H: -5.581 1.297 -6.591
H: -5.337 1.867 -5.009
H: -7.487 3.485 -5.853
H: -7.645 1.888 -5.138
H: -8.470 2.834 -7.447
H: -5.564 3.616 -7.245

Forces on atoms 1 to 2 (eV/Å):
O -1.371 -0.768 -0.138
C 2.683 1.398 -0.062

=====

Entry 3:
C26H76N2O11 | ωB97M-V with the def2-TZVPD basis set

Orbital gap (spin up / spin down) = 9.0 / 3.1 eV
Net charge = +1
Energy relative to the best compared isomer or geometry (same formula, charge and spin) = 0.000 eV
Multiplicity = 2
E_HOMO (spin up / spin down) = -11.545 / -11.545 eV

Positions of all 115 atoms, in Å:
C: 0.940 -5.227 5.171
C: 0.646 -3.920 4.434
C: -0.642 -3.980 3.465
O: -0.862 -2.645 3.035
C: -1.992 -2.421 2.181
N: 0.361 -3.069 5.634
H: 1.136 -5.947 4.377
H: 0.165 -5.743 5.739
H: 1.734 -5.162 5.915
H: 1.543 -3.744 3.840
H: -1.545 -4.432 3.876
H: -0.325 -4.610 2.634
H: -1.906 -1.370 1.906
H: -2.985 -2.571 2.604
H: -2.060 -2.858 1.184
H: -0.113 -2.303 5.176
H: -0.385 -3.462 6.190
C: 5.560 0.924 2.369
C: 4.118 0.788 2.680
C: 3.654 -0.629 2.814
O: 3.808 -1.448 1.672
C: 3.014 -1.098 0.543
N: 3.792 1.439 3.940
H: 6.024 0.255 1.644
H: 6.185 0.649 3.218
H: 5.890 1.935 2.128
H: 3.561 1.345 1.927
H: 2.757 -0.817 3.404
H: 4.361 -1.036 3.538
H: 2.445 -1.982 0.254
H: 3.785 -0.974 -0.218
H: 2.396 -0.228 0.761
H: 4.204 0.977 4.739
H: 2.817 1.437 4.204
C: 1.064 3.340 -3.828
C: 0.779 3.880 -5.238
O: 0.012 5.105 -5.232
H: 1.688 3.908 -3.138
H: 1.448 2.331 -3.985
H: 0.124 3.216 -3.291
H: 0.306 3.175 -5.923
H: 1.811 3.996 -5.571
H: -0.872 4.906 -5.549
C: 0.184 -4.683 -2.933
C: 0.573 -3.499 -2.115
O: 0.931 -2.359 -2.950
H: -0.611 -4.384 -3.616
H: 0.067 -5.680 -2.508
H: 0.953 -4.762 -3.702
H: 1.460 -3.696 -1.514
H: -0.242 -3.244 -1.437
H: 1.852 -2.449 -3.206
C: -1.534 1.334 -0.762
C: -0.855 0.023 -1.007
O: -0.989 -0.222 -2.409
H: -2.587 1.573 -0.913
H: -1.065 2.167 -1.285
H: -1.369 1.640 0.271
H: -1.259 -0.791 -0.406
H: 0.204 0.080 -0.755
H: -0.384 -0.939 -2.612
C: -2.103 -0.137 -6.490
C: -1.914 0.959 -5.354
O: -2.894 0.762 -4.365
H: -1.360 -0.160 -7.287
H: -2.936 0.050 -7.169
H: -2.102 -1.176 -6.159
H: -1.883 1.983 -5.727
H: -0.925 0.883 -4.902
H: -2.260 0.442 -3.719
C: 0.883 4.219 -0.100
C: 0.936 4.188 1.429
O: 1.904 3.281 1.795
H: 0.907 3.232 -0.562
H: 1.700 4.798 -0.530
H: -0.005 4.804 -0.339
H: -0.020 3.796 1.775
H: 1.310 5.105 1.883
H: 2.778 3.667 1.704
C: -4.192 1.267 2.297
C: -4.708 2.460 3.129
O: -5.413 2.027 4.285
H: -4.922 0.670 1.749
H: -3.587 0.574 2.882
H: -3.654 1.638 1.425
H: -5.335 3.078 2.487
H: -3.918 3.037 3.611
H: -4.995 2.405 5.062
C: -4.742 -0.407 -1.648
C: -5.345 -1.267 -2.700
O: -6.309 -2.173 -2.198
H: -4.132 0.300 -2.211
H: -4.056 -0.957 -1.004
H: -5.481 0.105 -1.032
H: -4.576 -1.797 -3.262
H: -5.749 -0.562 -3.427
H: -5.873 -2.996 -1.964
C: -1.046 1.577 4.183
C: 0.419 1.204 4.330
O: 1.181 2.375 4.313
H: -1.246 1.901 3.161
H: -1.266 2.457 4.787
H: -1.685 0.727 4.417
H: 0.727 0.579 3.493
H: 0.701 0.687 5.247
H: 1.585 2.585 3.468
C: 3.274 -0.304 -2.775
C: 3.516 -0.304 -4.325
O: 4.678 -1.131 -4.605
H: 3.182 -1.261 -2.262
H: 2.365 0.260 -2.563
H: 3.905 0.291 -2.115
H: 3.638 0.729 -4.651
H: 2.640 -0.664 -4.865
H: 4.630 -1.847 -3.967

Forces on atoms 1 to 2 (eV/Å):
C -0.038 -1.734 -1.454
C -2.874 -1.725 2.702

=====

Entry 4:
C26H76O22 | ωB97M-V with the def2-TZVPD basis set

Orbital gap = 10.3 eV
Energy relative to the best compared isomer or geometry (same formula, charge and spin) = 1.579 eV
E_HOMO = -9.893 eV

Positions of all 124 atoms, in Å:
C: 0.012 0.551 0.055
C: 1.488 0.303 0.307
C: 1.908 -1.111 -0.074
O: 2.219 1.213 -0.577
H: -0.604 -0.198 0.561
H: -0.182 0.641 -1.026
H: -0.282 1.549 0.567
H: 1.734 0.590 1.357
H: 1.260 -1.863 0.400
H: 2.907 -1.305 0.287
H: 1.917 -1.255 -1.127
H: 3.115 0.876 -0.566
C: 4.616 -1.437 3.692
C: 3.301 -1.701 4.497
C: 2.801 -0.530 5.250
O: 2.376 -1.994 3.429
H: 4.571 -0.645 2.918
H: 4.919 -2.380 3.219
H: 5.467 -1.185 4.352
H: 3.602 -2.613 4.988
H: 2.862 0.235 4.497
H: 3.469 -0.340 6.077
H: 1.785 -0.812 5.595
H: 1.465 -2.244 3.739
O: 3.728 1.110 -2.991
C: 5.125 0.716 -2.971
C: 5.698 0.583 -1.564
O: 5.207 -0.381 -0.686
H: 3.327 0.707 -3.774
H: 5.234 -0.244 -3.518
H: 5.774 1.491 -3.430
H: 5.612 1.463 -0.955
H: 6.768 0.466 -1.785
H: 4.599 -0.960 -1.223
O: 1.661 -3.971 1.571
C: 0.970 -4.855 2.490
C: -0.284 -4.172 3.018
O: 0.127 -3.214 3.985
H: 2.020 -3.193 1.970
H: 0.675 -5.654 1.875
H: 1.634 -5.151 3.280
H: -0.949 -4.942 3.500
H: -0.794 -3.657 2.191
H: -0.621 -2.581 4.119
O: -0.712 -1.579 -2.703
C: -0.668 -0.695 -3.731
C: -1.400 -1.302 -4.847
O: -2.823 -1.201 -4.612
H: -0.331 -2.393 -3.077
H: -1.011 0.254 -3.444
H: 0.366 -0.438 -4.024
H: -1.118 -2.390 -4.947
H: -1.253 -0.753 -5.787
H: -3.174 -0.380 -4.938
O: -3.092 1.642 1.284
C: -3.734 2.898 1.114
C: -5.164 2.792 0.642
O: -5.284 2.201 -0.610
H: -2.790 1.273 0.451
H: -3.714 3.404 2.071
H: -3.118 3.483 0.425
H: -5.506 3.852 0.512
H: -5.892 2.315 1.260
H: -4.602 1.520 -0.680
O: 2.371 -4.458 -1.309
C: 3.731 -4.770 -1.424
C: 4.559 -3.506 -1.219
O: 4.233 -2.476 -2.087
H: 2.073 -4.263 -0.417
H: 4.029 -5.600 -0.764
H: 3.933 -5.092 -2.447
H: 5.620 -3.791 -1.227
H: 4.305 -3.138 -0.224
H: 3.271 -2.474 -2.055
O: -2.168 2.177 -3.460
C: -2.770 3.393 -3.012
C: -4.223 3.418 -3.465
O: -4.881 4.545 -2.844
H: -1.286 2.447 -3.764
H: -2.709 3.582 -1.901
H: -2.284 4.293 -3.478
H: -4.613 2.416 -3.273
H: -4.252 3.575 -4.561
H: -5.269 4.130 -2.014
O: 2.844 3.990 -3.819
C: 1.779 4.470 -2.970
C: 0.951 3.252 -2.599
O: 0.566 2.629 -3.791
H: 3.416 3.355 -3.309
H: 2.143 5.029 -2.136
H: 1.177 5.200 -3.550
H: 0.157 3.569 -1.960
H: 1.510 2.575 -2.042
H: 1.043 3.016 -4.496
O: -0.384 5.647 2.877
C: -0.061 5.443 1.549
C: 0.447 4.072 1.452
O: 1.034 3.819 0.279
H: -0.979 6.437 2.938
H: -0.908 5.605 0.927
H: 0.807 5.999 1.134
H: -0.352 3.356 1.660
H: 1.063 3.992 2.341
H: 1.564 2.981 0.179
O: -4.102 -4.640 2.931
C: -4.629 -3.662 3.821
C: -3.647 -2.833 4.589
O: -2.683 -2.238 3.691
H: -3.473 -4.297 2.311
H: -5.223 -2.991 3.244
H: -5.356 -4.262 4.454
H: -3.060 -3.429 5.275
H: -4.164 -2.045 5.154
H: -3.182 -1.711 2.997
O: -4.182 -0.765 1.756
C: -4.646 -1.217 0.437
C: -3.565 -1.284 -0.599
O: -3.183 0.088 -0.820
H: -3.754 0.117 1.761
H: -4.977 -2.269 0.604
H: -5.526 -0.507 0.139
H: -3.941 -1.792 -1.510
H: -2.725 -1.775 -0.200
H: -2.681 0.265 -1.634

Forces on atoms 1 to 2 (eV/Å):
C -0.384 1.954 1.088
C 0.111 0.375 -0.637